# C45H42AsN4O2PRuS2

A molecular structure, C45H42AsN4O2PRuS2 at a distorted geometry (ωB97M-V with the def2-TZVPD basis set, the Open Molecules 2025 dataset).

Values from the calculation:
- lowest unoccupied orbital energy (alpha / beta) (eV) = -3.07 / -6.73
- molecular weight (g mol⁻¹) = 941.96
- multiplicity = 6
- energy above the lowest of the compared OMol25 structures with the same formula, charge and spin (eV) = 0.0000
- net charge = +1
- HOMO-LUMO gap (alpha / beta) (eV) = 4.98 / 2.32

Geometry as XYZ:
```
98
Properties=species:S:1:pos:R:3:forces:R:3
Ru 12.6853 14.6965 11.0380 0.694 -1.996 0.042
O 12.4136 16.1985 15.2247 -0.748 -0.312 -0.386
S 12.0197 15.1734 14.2756 2.018 0.088 -0.754
O 10.8049 15.4064 13.4972 -0.057 -0.026 0.679
N 13.1945 14.8962 13.1475 -1.715 0.181 1.889
C 14.5058 14.7838 13.5829 -0.612 0.477 0.451
C 14.9158 14.7812 14.8993 -0.563 -0.079 -0.018
C 16.2719 14.6971 15.2112 0.703 -0.107 0.138
C 17.2446 14.6696 14.2410 0.024 -0.009 0.409
C 16.8775 14.7337 12.8875 -1.192 -0.268 -0.206
C 17.7863 14.7018 11.8247 -0.016 -0.033 -0.767
C 17.3165 14.7409 10.5243 0.174 -0.077 0.671
C 15.9381 14.7879 10.2963 -0.823 0.078 1.312
N 15.0201 14.8056 11.2818 1.863 0.075 -1.091
C 15.4747 14.7665 12.5586 1.062 0.037 -0.361
C 11.8233 13.6609 15.1809 -0.594 -0.795 0.259
C 11.9912 12.4293 14.5202 -0.359 0.349 1.095
C 11.6572 11.2499 15.1954 0.193 0.187 -0.319
C 11.2098 11.2770 16.5101 0.062 0.327 0.276
C 11.1055 12.5085 17.1818 -0.089 -0.354 -0.346
C 11.3786 13.7022 16.5186 0.266 -0.130 -0.457
H 14.1449 14.8809 15.6666 0.702 -0.152 -0.075
H 16.5652 14.6426 16.2528 -0.007 0.056 -0.018
H 18.2964 14.5850 14.4905 -0.082 0.060 0.078
H 18.8519 14.6186 12.0230 -0.132 0.094 0.009
H 18.0001 14.7105 9.6912 0.034 0.003 -0.116
H 15.5632 14.8022 9.2900 -0.205 -0.007 -0.261
H 12.3960 12.3718 13.5267 0.015 0.181 -0.366
H 11.7825 10.3131 14.6534 -0.022 0.091 0.252
H 10.9796 10.3413 17.0305 0.069 0.406 -0.179
H 10.7908 12.5277 18.2210 0.037 0.030 -0.138
H 11.2791 14.6544 17.0381 0.039 -0.171 -0.215
N 13.3957 18.8897 10.5507 -0.280 0.654 1.176
C 12.5965 18.9718 11.7147 -0.255 0.242 -0.352
C 12.1121 17.7177 11.9820 1.639 0.187 -1.182
N 12.7187 16.8134 11.0545 -0.227 4.240 -0.512
C 13.4508 17.5973 10.2313 -0.515 -1.316 0.479
H 13.8961 19.6633 10.0692 -0.630 -1.049 0.763
H 12.4526 19.9130 12.2483 -0.003 -0.421 -0.388
H 11.4275 17.3948 12.7628 0.434 0.043 -0.298
H 14.0693 17.2541 9.4110 -0.194 -0.185 0.145
C 13.8826 14.9116 7.2733 -0.658 -0.481 0.260
P 12.5910 14.5891 8.6238 0.379 0.166 -2.479
C 12.0505 12.9869 7.8793 -0.458 -0.002 0.242
C 11.4331 15.8357 7.8909 -0.546 -0.403 0.397
H 13.3793 14.8904 6.2952 0.048 0.049 0.287
H 14.6254 14.1276 7.2600 0.273 -0.254 0.113
H 14.3814 15.8567 7.3789 0.226 0.547 0.123
H 11.5791 13.1506 6.9015 0.083 0.027 0.189
H 11.3495 12.4688 8.5460 0.241 0.131 -0.255
H 12.9244 12.3433 7.7391 -0.078 0.138 0.168
H 11.0872 15.4647 6.9252 -0.099 0.130 -0.011
H 11.9743 16.7615 7.7378 0.110 0.230 -0.001
H 10.5607 16.0398 8.5321 0.319 -0.098 -0.284
C 7.4466 12.8179 7.4151 0.496 0.477 0.574
C 8.1426 11.9914 8.3041 -0.072 0.165 0.009
C 8.8649 12.5315 9.3655 -0.088 0.534 -0.115
C 8.9359 13.9195 9.5342 -0.764 0.182 0.092
C 8.1663 14.7591 8.7071 0.458 -0.768 0.013
C 7.4596 14.2060 7.6356 0.112 -0.325 0.311
As 10.0136 14.5966 11.0467 -1.233 0.176 0.278
C 8.7920 13.8286 12.4154 1.032 -1.241 -0.369
C 8.8165 12.5205 12.9166 0.488 0.752 -0.646
C 7.9445 12.1063 13.9130 -0.042 0.447 -0.091
C 7.0184 13.0475 14.4350 -0.142 1.146 -0.287
C 6.9913 14.3575 13.9462 -0.212 -1.215 0.455
C 7.8700 14.7613 12.9086 -0.404 1.545 0.125
C 7.9700 16.1051 12.3343 -0.302 -1.266 1.123
C 7.1916 17.2097 12.7141 -0.541 1.059 0.413
C 7.4017 18.4658 12.1455 -0.132 -0.390 0.057
C 8.3738 18.6182 11.1447 0.177 -0.593 0.272
C 9.1690 17.5159 10.8002 0.134 -0.213 -0.412
C 8.9889 16.2832 11.3947 0.691 -0.457 -1.026
H 6.9056 12.3888 6.5803 0.005 0.083 0.071
H 8.1327 10.9144 8.1949 -0.113 0.014 -0.118
H 9.3435 11.8832 10.0960 0.143 -0.066 -0.285
H 8.1282 15.8284 8.9072 0.007 -0.181 -0.220
H 6.9069 14.8793 6.9998 -0.147 -0.053 -0.183
H 9.5726 11.8587 12.5189 -0.034 -0.199 0.099
H 7.9976 11.0806 14.2859 -0.107 0.393 -0.047
H 6.3261 12.7617 15.2262 0.213 0.054 -0.213
H 6.2867 15.0660 14.3518 -0.093 0.008 0.100
H 6.4355 17.0971 13.4959 0.215 0.062 -0.327
H 6.8184 19.3353 12.4475 0.052 -0.365 0.019
H 8.5454 19.5713 10.6508 -0.132 -0.123 0.148
H 9.9148 17.6057 10.0161 0.023 0.189 0.162
S 12.9706 12.3538 11.0462 -0.524 -1.575 -0.007
C 12.8307 10.5413 10.9637 0.249 -0.604 0.308
C 13.8756 9.8295 10.3448 -0.201 0.081 0.125
C 13.9146 8.4296 10.3346 -0.273 0.548 0.210
C 12.9148 7.6807 10.9590 -0.051 0.901 0.038
C 11.8767 8.3712 11.5984 0.174 0.338 -0.243
C 11.8272 9.7758 11.6086 0.781 0.097 -0.465
H 14.6892 10.4149 9.9177 -0.138 -0.258 -0.047
H 14.7559 7.9505 9.8580 0.039 -0.152 -0.047
H 12.9610 6.6001 10.9715 -0.070 0.031 -0.008
H 11.0959 7.8030 12.0909 0.002 0.091 0.055
H 11.0634 10.3092 12.1554 -0.223 -0.109 0.035
```
Positions in Å, forces in eV/Å.

# C45H42CsN4O2S2Se

A molecular structure, C45H42CsN4O2S2Se (ωB97M-V with the def2-TZVPD basis set, the Open Molecules 2025 dataset).

Values from the calculation:
- lowest unoccupied orbital energy (eV) = 1.95
- molecular weight (g mol⁻¹) = 946.86
- energy above the lowest of the compared OMol25 structures with the same formula, charge and spin (eV) = 0.4929
- net charge = -1
- HOMO-LUMO gap (eV) = 6.83

Geometry as XYZ:
```
97
Properties=species:S:1:pos:R:3:forces:R:3
Cs -0.9703 -0.2766 -1.7059 0.331 -0.513 -0.077
C 0.8684 -3.3898 -3.5838 0.019 -0.019 -0.001
C 1.6345 -2.1167 -3.9455 -0.148 0.052 -0.109
C 3.1213 -2.2109 -3.7011 -0.021 -0.004 -0.009
C 3.8699 -2.9202 -4.6407 0.016 -0.014 0.009
C 5.2395 -3.0592 -4.5296 -0.009 0.015 0.020
C 5.8908 -2.4574 -3.4613 0.022 -0.023 -0.025
C 5.1879 -1.7341 -2.5127 0.006 0.003 0.018
C 5.9097 -1.0964 -1.3545 0.016 -0.004 -0.006
C 5.7907 -1.9073 -0.0640 0.009 -0.015 -0.012
C 3.7870 -1.6226 -2.6151 -0.013 0.001 0.047
N 3.1597 -0.8438 -1.6259 -0.016 0.094 -0.017
C 2.2321 -1.3516 -0.9086 0.001 -0.098 0.078
C 1.5897 -0.7128 0.2143 0.081 -0.088 -0.114
C 1.9432 0.4364 0.9354 -0.064 0.076 0.063
C 1.0028 0.5346 1.9684 -0.016 -0.097 -0.074
C 0.1300 -0.5598 1.7928 -0.014 0.100 0.020
N 0.4763 -1.3119 0.7393 0.169 -0.109 0.272
H -0.1970 -3.2883 -3.7969 -0.013 0.000 -0.006
H 0.9659 -3.6259 -2.5244 0.004 0.003 0.014
H 1.2537 -4.2405 -4.1498 -0.006 -0.004 0.007
H 1.1935 -1.2658 -3.4254 0.208 0.031 0.071
H 1.4849 -1.9182 -5.0116 -0.004 0.008 0.029
H 3.3513 -3.3645 -5.4841 -0.007 -0.002 -0.004
H 5.7966 -3.6147 -5.2730 0.010 -0.005 -0.007
H 6.9677 -2.5414 -3.3639 0.009 -0.003 -0.001
H 5.4958 -0.1009 -1.1850 0.007 0.014 -0.005
H 6.9645 -0.9837 -1.6192 -0.005 0.009 -0.001
H 4.7505 -1.9676 0.2526 -0.033 -0.012 0.020
H 6.3605 -1.4465 0.7442 0.009 0.014 0.017
H 6.1640 -2.9231 -0.2075 0.005 -0.015 0.004
H 1.8773 -2.3775 -1.0841 0.008 0.004 0.001
H 2.7863 1.0815 0.7414 0.028 -0.002 -0.019
H 0.9754 1.2634 2.7678 0.006 0.009 0.001
H -0.7243 -0.8263 2.4054 -0.011 -0.017 0.005
Se -3.9235 -2.0387 -3.3525 -0.215 -0.129 0.011
N -3.1960 -0.4755 -3.6189 -0.303 -0.050 -0.255
C -3.9767 0.4022 -2.8985 -0.127 0.092 0.070
C -3.7418 1.7811 -2.8031 0.080 -0.004 -0.100
C -4.5996 2.5764 -2.0656 -0.003 -0.055 0.036
C -5.6913 2.0110 -1.3944 -0.003 -0.004 0.002
C -5.9488 0.6561 -1.4826 -0.019 0.005 0.022
C -5.1114 -0.1645 -2.2495 0.026 -0.026 -0.029
N -5.3249 -1.5043 -2.4797 0.119 0.052 -0.052
H -2.8913 2.2086 -3.3200 0.007 0.008 -0.002
H -4.4202 3.6435 -2.0046 0.004 0.006 -0.005
H -6.3449 2.6424 -0.8051 -0.009 0.007 0.006
H -6.7999 0.2149 -0.9798 -0.002 -0.012 -0.003
O -0.6743 2.4375 -1.6963 -0.121 0.754 0.265
S -1.3603 3.2710 -0.6488 -0.014 -0.069 -0.225
C -2.1603 2.0774 0.4660 -0.043 0.030 -0.045
C -2.8357 2.7032 1.6515 0.067 -0.045 0.033
C -2.5744 2.1949 2.9195 -0.008 0.019 0.030
C -3.1819 2.7451 4.0387 0.008 0.017 -0.033
C -4.0454 3.8216 3.8993 0.007 0.005 0.004
C -4.3111 4.3323 2.6357 0.003 -0.009 0.014
C -3.7190 3.7694 1.5160 -0.019 0.027 -0.015
C -0.0183 3.8242 0.4374 0.088 -0.033 0.018
C -0.4235 4.9330 1.3641 -0.006 -0.008 -0.009
C -0.8517 6.1541 0.8493 -0.006 0.019 -0.006
C -1.2455 7.1786 1.6947 0.005 -0.020 0.044
C -1.2126 6.9943 3.0711 -0.004 0.009 -0.036
C -0.7793 5.7841 3.5912 0.000 -0.014 -0.001
C -0.3864 4.7605 2.7415 -0.021 0.007 0.021
H -1.3848 1.3791 0.7925 0.003 -0.019 -0.022
H -2.8849 1.5671 -0.1786 0.005 0.066 0.048
H -1.8847 1.3654 3.0240 0.009 -0.010 -0.002
H -2.9732 2.3372 5.0192 0.002 -0.007 0.016
H -4.5121 4.2610 4.7717 -0.005 0.003 0.002
H -4.9861 5.1704 2.5207 -0.011 0.012 -0.001
H -3.9399 4.1615 0.5306 0.001 -0.001 -0.004
H 0.7268 4.1619 -0.2857 0.010 -0.014 -0.002
H 0.3726 2.9394 0.9438 0.039 0.055 0.034
H -0.8827 6.2988 -0.2244 0.000 -0.001 -0.014
H -1.5794 8.1206 1.2796 -0.005 0.015 -0.002
H -1.5242 7.7908 3.7343 -0.004 0.011 0.006
H -0.7538 5.6303 4.6621 0.000 0.000 0.015
H -0.0598 3.8119 3.1481 0.002 -0.020 0.012
C 2.8041 -3.1702 2.5429 0.025 -0.033 0.030
C 2.8907 -4.2995 3.5284 0.150 -0.050 -0.006
O 3.7873 -4.4355 4.3225 -0.095 0.039 0.012
S 1.6316 -5.5836 3.5154 0.049 0.002 0.016
C 0.5227 -5.0816 2.2287 -0.072 0.016 -0.071
C 0.7593 -5.4474 0.9070 -0.028 0.027 0.032
C -0.0822 -5.0024 -0.0984 -0.009 0.014 0.020
C -1.1710 -4.1802 0.1984 -0.006 0.034 -0.145
C -1.4339 -3.8688 1.5316 -0.018 0.026 0.070
C -0.5959 -4.3131 2.5361 0.014 -0.006 0.004
C -1.9526 -3.5815 -0.8462 0.030 0.059 0.035
C -2.5408 -2.9242 -1.6895 -0.133 -0.198 -0.006
H 3.5123 -2.4022 2.8442 0.010 0.014 -0.003
H 1.8030 -2.7533 2.4503 -0.029 0.016 -0.022
H 3.0856 -3.5462 1.5564 -0.045 0.005 -0.015
H 1.6171 -6.0641 0.6707 0.014 -0.008 -0.010
H 0.1115 -5.2637 -1.1299 0.018 -0.017 -0.008
H -2.2788 -3.2338 1.7632 0.001 -0.002 0.000
H -0.7833 -4.0380 3.5660 -0.005 0.003 0.012
```
Positions in Å, forces in eV/Å.